{
  "formula": "C10H19GeNO5Ru",
  "method": "the ωB97M-V functional and the def2-TZVPD basis",
  "elements": ["Ru", "O", "C", "C", "N", "C", "C", "O", "O", "C", "C", "O", "O", "H", "H", "H", "H", "H", "H", "H", "H", "H", "C", "Ge", "C", "C", "C", "H", "H", "H", "H", "H", "H", "H", "H", "H", "H"],
  "positions_angstrom": [[0.3211, -1.1043, 1.6878], [1.6287, 0.2881, -1.6914], [1.3950, 1.6118, -1.3120], [0.7172, 1.8120, 0.0390], [1.2840, 1.1951, 1.2403], [0.8222, 1.8835, 2.4297], [-0.7025, 1.4869, 2.7425], [-1.4061, 2.2950, 3.2907], [-1.1040, 0.3021, 2.3695], [2.7461, 0.9581, 1.2190], [3.1692, -0.3518, 1.8466], [4.3514, -0.5084, 1.9187], [2.3070, -1.1757, 2.3698], [1.0940, -0.3895, -1.1317], [0.7573, 2.1461, -2.0471], [2.3578, 2.1697, -1.3764], [-0.2831, 1.4941, -0.1000], [0.6617, 2.9172, 0.2249], [0.7361, 3.0136, 2.3939], [1.3541, 1.4359, 3.2418], [3.3059, 1.7584, 1.7524], [3.1616, 1.0360, 0.1279], [-2.1595, 0.2202, -1.6904], [-1.5411, -1.5833, -1.1990], [-1.4251, -2.5958, -2.8311], [-3.0629, -2.2651, -0.0850], [0.0567, -1.6909, -0.2594], [-3.0810, 0.1982, -2.3044], [-1.3620, 0.6992, -2.3108], [-2.3802, 0.7957, -0.7908], [-0.7388, -3.4689, -2.6046], [-1.0850, -1.9421, -3.6261], [-2.4623, -2.8743, -3.0298], [-2.9161, -2.2288, 0.9532], [-3.2498, -3.3919, -0.3276], [-4.0642, -1.7569, -0.4003], [0.7966, -2.3890, -0.7301]],
  "atomic_forces_ev_per_a": [[0.083, 0.531, -0.936], [-0.554, -1.139, 0.493], [0.434, 0.693, -0.009], [0.756, 1.389, -0.092], [0.704, -0.124, -0.602], [-2.565, -0.284, -0.281], [0.705, -0.726, -0.802], [-0.391, 0.864, 0.562], [0.551, 0.263, 0.213], [0.003, 1.283, -1.823], [-0.892, -0.168, 0.704], [2.332, -0.483, -0.006], [-0.355, 0.412, -0.362], [0.643, 1.276, -0.655], [-0.030, -0.322, 0.216], [-0.338, -0.397, 0.210], [-1.179, -0.490, 0.260], [0.065, -0.522, -0.343], [0.878, -1.131, 0.017], [0.623, 0.382, 0.841], [-0.400, -0.401, -0.115], [-0.880, -0.572, 2.096], [0.349, 0.304, -0.769], [-1.652, 0.421, 0.437], [0.145, -0.899, 0.345], [-2.017, -1.584, -2.876], [1.546, -0.696, 0.906], [0.404, -0.180, 0.287], [-0.596, -0.083, 0.582], [0.152, 0.141, -0.061], [-0.936, 0.896, -0.745], [0.339, -0.190, -0.202], [0.209, -0.484, -0.303], [0.190, 0.420, 1.438], [0.421, 1.753, 0.336], [1.744, -0.660, 0.725], [-0.494, 0.505, 0.319]],
  "spin_multiplicity": 6,
  "e_homo_ha": [-0.159, -0.197],
  "charge": -1,
  "e_above_lowest_kj_mol": 30.1,
  "orbital_gap_ha": [0.273, 0.282]
}